*a*
ORCA calculation (ωB97M-V/def2-TZVPD) on H4N3P in the gas phase.

Each line ends with the Mulliken charge.
Atoms and positions in Å:
P: -1.32553 0.00019 -0.06890  -0.1057
N: 0.28625 0.00209 0.61008  0.0368
N: 1.29416 0.69788 -0.09590  -0.2937
N: 1.29282 -0.69920 -0.09391  -0.2944
H: -1.74019 1.01355 0.79340  0.0880
H: 0.96793 1.13528 -0.97159  0.2404
H: -1.73853 -1.01262 0.79502  0.0882
H: 0.96308 -1.13717 -0.96820  0.2404

Properties
* M: 77.027 g/mol
* HOMO level: -9.00 eV
* SMILES: Pn1[nH][nH]1
* E_LUMO: 0.86 eV
* HOMO-LUMO gap: 9.86 eV



*b*
ORCA calculation (ωB97M-V/def2-TZVPD) on H4N3P in the gas phase.

Each line ends with the Mulliken charge.
Atoms and positions in Å:
P: 0.31894 -0.83402 -0.36384  -0.0912
N: -0.92605 0.82383 1.48135  -0.2731
N: -1.05698 0.23436 0.12978  -0.0046
N: -0.61482 1.56327 0.33211  -0.2751
H: 0.48412 -0.00834 -1.48769  0.0703
H: -0.65521 -1.73247 -1.00844  0.1081
H: 0.55437 1.86779 -0.03989  0.2210
H: -0.10066 0.46423 1.89180  0.2446

Properties
* M: 77.027 g/mol
* HOMO level: -9.01 eV
* SMILES: Pn1[nH][nH]1
* E_LUMO: 0.46 eV
* HOMO-LUMO gap: 9.47 eV



*c*
ORCA calculation (ωB97M-V/def2-TZVPD) on 2 unconnected molecules or ions with the total composition H4N3P.

Each line ends with the Mulliken charge.
Atoms and positions in Å:
P: -1.78997 -1.02272 2.14608  -0.2419
N: -1.34967 0.47643 1.95735  0.3767
N: -0.93117 1.44399 1.63240  -0.2785
N: 0.78671 -0.48700 0.38925  -0.7233
H: 0.60551 0.48771 0.58195  0.2866
H: 0.88300 -0.60978 -0.60191  0.2233
H: -0.98099 -1.43187 1.00800  0.1379
H: 1.71395 -0.78835 0.85664  0.2193

Properties
* M: 77.027 g/mol
* HOMO level: -8.05 eV
* E_LUMO: 0.36 eV
* HOMO-LUMO gap: 8.41 eV



The structure with the greatest stability is *c*.



*a*
ORCA calculation (ωB97M-V/def2-TZVPD) on a molecular structure, C4H2OYb.

Each line ends with the Mulliken charge.
Atoms and positions in Å:
Yb: -1.21106 2.96498 -1.85289  1.2825
O: -0.39225 1.66039 1.09784  -0.4663
C: -0.43666 1.25920 -0.10135  0.5186
C: -0.11067 -0.02793 -0.54927  -0.5058
C: 0.80489 -1.91228 1.01879  -0.0487
C: 0.19274 -1.10600 0.33141  -0.3771
H: -0.16287 -0.24475 -1.61982  0.2084
H: 1.31588 -2.59360 1.67529  0.3884

Properties
* <S²>: 0.787
* M: 239.099 g/mol
* HOMO level (spin up / spin down): -11.66 / -11.36 eV
* charge: +1
* E_LUMO (spin up / spin down): -5.73 / -5.68 eV
* HOMO-LUMO gap (spin up / spin down): 5.93 / 5.67 eV
* 2S+1: 2



*b*
ORCA calculation (ωB97M-V/def2-TZVPD) on a molecular structure, C4H2OYb.

Each line ends with the Mulliken charge.
Atoms and positions in Å:
Yb: 2.56063 0.45327 0.07522  1.5668
O: 3.46896 -1.82524 -0.00415  -0.1144
C: 3.73020 -2.92914 -0.04856  0.1832
C: -2.52633 0.87763 -0.01554  -0.8911
C: -1.15674 0.81405 0.00971  -0.0622
C: 0.09275 0.80087 0.01332  -0.2308
H: -3.04016 1.83880 -0.07557  0.2773
H: -3.12931 -0.03024 0.04558  0.2713

Properties
* <S²>: 0.778
* M: 239.099 g/mol
* HOMO level (spin up / spin down): -10.34 / -12.21 eV
* charge: +1
* E_LUMO (spin up / spin down): -5.52 / -5.52 eV
* HOMO-LUMO gap (spin up / spin down): 4.82 / 6.69 eV
* 2S+1: 2



The structure with the greatest stability is *b*.



*a*
ORCA calculation (ωB97M-V/def2-TZVPD) on 2 unconnected molecules or ions with the total composition C3H3BrS.

Each line ends with the Mulliken charge.
Atoms and positions in Å:
Br: 4.12213 2.46346 -2.85357  0.0516
S: 4.35535 2.78080 -0.76562  0.0466
C: 1.35808 0.82896 -0.12584  -0.0094
C: 2.36186 1.46048 0.03780  0.0547
C: 0.13940 0.05784 0.03588  -0.9485
H: 0.36170 -1.00376 -0.05090  0.2608
H: -0.54988 0.35159 -0.75396  0.2603
H: -0.31621 0.25184 1.00360  0.2839

Properties
* M: 151.028 g/mol
* HOMO level: -9.49 eV
* E_LUMO: -2.26 eV
* HOMO-LUMO gap: 7.22 eV



*b*
ORCA calculation (ωB97M-V/def2-TZVPD) on C3H3BrS in the gas phase.

Each line ends with the Mulliken charge.
Atoms and positions in Å:
Br: -2.71960 1.56071 -1.81214  -0.0301
S: 0.38871 -1.55513 1.22650  -0.2059
C: -0.25862 0.55301 -0.56368  -0.2592
C: -1.29389 0.77530 -1.14593  0.0792
C: 1.17567 -0.30208 0.27772  -0.3998
H: 1.66983 0.38577 0.82975  0.3327
H: -0.73615 -0.82545 1.70320  0.1564
H: 1.77405 -0.59213 -0.51543  0.3267

Properties
* M: 151.028 g/mol
* HOMO level: -9.23 eV
* SMILES: SCC#CBr
* E_LUMO: 0.55 eV
* HOMO-LUMO gap: 9.78 eV



The structure with the greatest stability is *b*.